30
Properties=species:S:1:pos:R:3 method="wB97M-V/def2-TZVPD" energy_ev=-13054.3846 de_lowest_kcal_mol=53.9 gap_ev=10.09 charge=+2
N -1.294 0.633 0.021
N -0.107 -1.255 -0.066
N -0.039 1.180 -0.139
C -2.631 -1.394 0.340
C -2.272 1.604 0.473
C -0.047 -2.653 -0.500
C -1.332 -0.697 0.121
C 0.285 2.196 -1.228
C 2.211 -0.587 0.583
C 3.012 0.717 0.667
C 1.017 -0.504 -0.296
H 2.049 -1.032 1.562
H 0.163 1.663 -2.184
H -0.814 -3.214 0.035
H 3.754 0.369 1.275
H -3.112 1.724 -0.314
H -0.176 3.135 -1.002
H 0.976 -3.102 -0.114
H -3.341 -0.673 0.785
H 2.398 1.452 1.308
H 3.423 0.970 -0.339
H 1.265 2.507 -1.095
H -2.949 -1.691 -0.594
H 2.842 -1.336 0.091
H 0.333 1.550 0.697
H 1.151 -0.435 -1.353
H -2.659 1.265 1.456
H -1.792 2.491 0.350
H -2.393 -2.239 1.042
H 0.080 -2.642 -1.578

***

60
Properties=species:S:1:pos:R:3 method="wB97M-V/def2-TZVPD" spin_multiplicity=2 energy_ev=-67626.2923 s_squared=0.79 de_lowest_kcal_mol=460.1 gap_ev="6.12 / 6.44" charge=+2
Re 0.496 0.753 -0.876
Cl 0.957 -3.643 -1.992
Cl -2.951 0.418 -0.059
O 3.930 3.018 -0.228
O -2.219 2.127 -2.463
N -1.540 0.900 -0.580
N 0.451 2.791 -0.420
N 0.276 -1.017 -0.710
N 2.481 1.377 -0.657
C 2.992 -0.696 1.275
C -4.011 1.243 -0.908
C -3.491 -2.752 1.993
C -3.256 -2.392 -0.935
C -3.591 2.091 -2.090
C 1.454 4.903 -0.558
C -2.286 -2.998 1.130
C -3.803 -0.281 2.425
C -1.366 -1.883 0.790
C -1.521 -4.046 -1.032
C 5.088 -1.213 0.223
C 2.705 2.630 -0.358
C -4.105 -1.684 2.546
C -0.869 4.560 -1.233
C 4.785 1.841 -0.477
C 1.544 3.548 -0.336
C 0.199 5.405 -0.948
C 3.933 -0.439 0.288
C -0.446 -2.007 -0.310
C -2.699 -3.592 -0.212
C 3.786 0.679 -0.720
C -3.083 0.315 1.453
C -2.768 -1.254 -0.520
C 3.200 -1.726 2.184
C -1.285 1.924 -1.501
C 5.298 -2.233 1.135
C -0.433 -3.268 -1.069
C -0.680 3.209 -0.964
C 4.351 -2.494 2.117
H -1.585 -4.944 -1.632
H 5.412 2.082 -1.331
H -4.911 -1.917 3.233
H 2.102 -0.082 1.368
H 3.885 0.278 -1.729
H -1.245 -1.037 1.449
H -4.109 1.727 -2.978
H 5.389 1.698 0.414
H -3.930 -3.702 2.287
H 2.465 -1.919 2.955
H -3.936 3.113 -1.884
H -3.907 -2.509 -1.795
H -4.148 0.350 3.242
H 5.825 -1.029 -0.551
H -1.771 4.924 -1.701
H 0.097 6.468 -1.124
H 2.323 5.544 -0.509
H -1.737 -3.787 1.671
H 6.200 -2.827 1.078
H 4.517 -3.288 2.832
H -5.037 1.147 -0.596
H -3.418 -4.402 -0.101

***

71
Properties=species:S:1:pos:R:3 method="wB97M-V/def2-TZVPD" energy_ev=-76628.3561 de_lowest_kcal_mol=140.3 gap_ev=1.68 charge=-2
Cl 4.610 -1.535 0.888
Cl 6.597 0.075 2.295
P -0.397 -5.446 3.751
O -1.684 -5.833 3.006
O 1.479 3.262 -1.763
O 0.734 -6.414 3.368
O 3.222 2.111 2.965
O 3.307 1.986 -2.344
O 0.193 0.680 -1.048
O 0.003 -4.013 3.363
O -0.641 -5.523 5.266
N -0.176 -0.950 -3.577
C -4.137 -0.487 -2.332
C 2.544 2.382 3.939
C -4.666 1.583 -0.779
C -4.264 2.724 0.283
C -1.611 -2.759 -1.072
C -5.620 -0.499 -2.858
C -2.168 0.582 -0.654
C -0.533 -1.592 -1.277
C 2.017 -1.632 -2.195
C -6.612 0.539 -2.301
C 2.570 2.745 -1.398
C 3.505 0.595 -1.871
C 3.044 3.048 0.101
C -6.140 1.596 -1.281
C 2.674 3.711 4.636
C 2.768 -0.412 -2.918
C -1.393 -3.419 0.407
C -3.626 0.516 -1.280
C -1.009 0.067 -3.109
C 0.459 -1.803 -2.555
C 5.108 0.099 1.339
C 1.544 1.403 4.493
C -1.005 -0.075 -1.535
H -1.465 -2.554 1.163
H 0.541 1.834 4.451
H 5.280 0.678 0.433
H 0.066 -1.608 -0.305
H 3.346 2.106 0.672
H 2.109 0.253 -3.567
H 1.804 1.149 5.522
H -1.563 0.839 -3.741
H 3.927 3.769 0.169
H -1.870 1.680 -0.485
H -2.701 -2.426 -1.099
H 0.109 0.587 -0.060
H 0.042 -1.176 -4.559
H -1.479 -3.601 -1.845
H -3.343 2.424 0.880
H 0.420 -2.879 -2.972
H -5.977 -1.273 -3.617
H -2.200 0.086 0.378
H -6.871 2.365 -0.870
H 4.629 0.396 -1.986
H 4.317 0.560 1.928
H -4.112 3.750 -0.221
H -7.720 0.575 -2.611
H -3.438 -1.281 -2.743
H 3.431 4.313 4.128
H -5.150 2.848 0.989
H 3.560 -0.870 -3.614
H 3.150 0.452 -0.800
H 2.984 3.559 5.671
H 1.558 0.491 3.892
H 1.721 4.244 4.600
H -0.361 -3.898 0.380
H 2.150 3.494 0.663
H 2.579 -2.610 -2.359
H -2.234 -4.170 0.642
H 2.067 -1.416 -1.060

***

79
Properties=species:S:1:pos:R:3 method="wB97M-V/def2-TZVPD" energy_ev=-214840.7824 de_lowest_kcal_mol=76.4 gap_ev=6.43 charge=+1
Sb -0.837 -2.638 -0.523
Sb 2.798 -0.264 -1.570
Sn 0.230 0.111 0.695
Se 1.569 -0.589 3.888
Se -7.150 2.840 -1.075
S 0.372 2.779 3.215
O 0.566 3.327 -0.322
O 2.137 1.043 2.922
O -0.531 2.275 4.195
O 0.327 -0.895 2.817
O 1.869 2.324 3.538
O 3.646 -0.664 1.095
O 2.834 -1.478 3.442
N -5.661 2.739 -2.030
N -1.312 0.844 -1.176
N -6.461 2.028 0.341
N 0.034 2.418 1.730
N -2.124 0.156 1.317
C -2.569 1.163 -0.834
C -4.310 1.053 0.944
C -5.226 1.737 0.033
C -0.160 -3.668 -2.300
C -3.777 0.036 3.037
C 3.942 -4.979 -2.204
C 1.606 -5.366 -1.870
C -2.931 2.206 -2.962
C 0.901 5.487 3.962
C 1.294 -4.059 -2.257
C 3.217 -1.581 0.089
C 2.113 -1.763 -3.025
C 1.213 6.745 3.459
C 1.114 5.938 1.172
C -3.015 0.778 0.516
C -2.499 -0.204 2.544
C 0.485 3.446 0.872
C -1.635 1.888 -3.297
C -0.586 -4.289 0.805
C -4.689 0.674 2.232
C -2.933 -2.899 -0.881
C 1.321 6.966 2.089
C 0.790 4.692 1.661
C 2.340 -3.191 -2.606
C -0.857 1.205 -2.369
C -3.418 1.838 -1.708
C 4.851 -0.045 -2.146
C 3.649 -3.683 -2.588
C 2.909 -5.829 -1.831
C -4.784 2.131 -1.280
C 0.689 4.493 3.033
H -3.583 2.740 -3.642
H 1.569 7.957 1.732
H -4.028 -0.272 4.042
H 2.306 -2.109 0.396
H -1.141 -5.145 0.422
H 0.795 -6.040 -1.611
H 5.328 -1.017 -2.253
H 0.172 0.948 -2.587
H 3.115 -6.849 -1.533
H 4.934 0.521 -3.072
H -3.121 -3.954 -1.077
H -0.956 -4.017 1.793
H -3.501 -2.586 -0.003
H 1.374 7.562 4.150
H 2.645 -1.542 -3.954
H -1.215 2.161 -4.255
H -0.785 -4.560 -2.339
H -0.409 -3.044 -3.159
H 1.060 -1.540 -3.192
H 4.452 -3.021 -2.895
H 4.968 -5.327 -2.201
H -1.744 -0.693 3.142
H 3.967 -2.329 -0.167
H -3.248 -2.305 -1.740
H 0.827 5.304 5.026
H 1.198 6.096 0.105
H 5.329 0.506 -1.338
H 0.472 -4.537 0.881
H -5.696 0.893 2.566
H 3.567 -1.075 1.969

***

37
Properties=species:S:1:pos:R:3 method="wB97M-V/def2-TZVPD" energy_ev=-38360.1088 de_lowest_kcal_mol=0.0 gap_ev="4.79 / 4.70" charge=+2
Y 0.897 2.244 -0.097
P 0.091 -1.867 -0.322
O 2.589 3.397 3.177
O 0.541 1.538 -1.922
O 2.989 -0.422 1.321
O -0.181 -2.595 1.090
O 4.523 2.703 -0.319
O -0.435 2.282 1.741
O -1.302 -1.132 -0.682
O 2.293 5.573 -0.471
C -2.586 -1.858 -0.667
C 2.292 0.354 0.825
C 1.733 4.578 -0.309
C -1.970 -1.829 2.600
C 0.395 1.109 -3.249
C 1.640 3.095 2.515
C -2.463 -3.341 -0.865
C 0.233 2.903 2.685
C 3.390 2.512 -0.198
C 1.515 0.218 -3.728
C -0.490 -1.998 2.400
H 0.316 1.991 -3.890
H -1.858 -3.593 -1.742
H -0.211 3.296 3.599
H 0.055 -1.052 2.490
H 2.496 0.678 -3.604
H -2.514 -2.684 2.177
H -3.467 -3.739 -1.032
H -0.557 0.572 -3.304
H 1.385 0.001 -4.788
H -0.081 -2.713 3.118
H -2.326 -0.891 2.154
H 1.523 -0.720 -3.173
H -2.180 -1.768 3.675
H -3.141 -1.398 -1.484
H -3.103 -1.615 0.263
H -2.031 -3.828 0.017

***

14
Properties=species:S:1:pos:R:3 method="wB97M-V/def2-TZVPD" energy_ev=-19092.7739 de_lowest_kcal_mol=120.8 gap_ev="7.80 / 7.80" charge=0
S 1.994 -2.584 1.238
N 1.779 0.230 0.915
N 1.045 -1.463 0.701
C -0.142 -1.448 0.189
C -0.656 0.545 -1.279
C -0.342 1.133 0.150
C -0.936 -0.226 -0.075
C 1.009 1.158 0.651
H 1.419 2.141 0.505
H -1.053 1.865 0.425
H 0.143 0.470 -2.020
H -1.490 1.016 -1.669
H -0.805 -2.420 0.164
H -1.965 -0.416 0.107